14 unconnected molecules or ions with the total composition C53H102N4O30 in a non-equilibrium geometry. Source: the Open Molecules 2025 dataset; level of theory: ωB97M-V/def2-TZVPD.

```
189
Properties=species:S:1:pos:R:3:forces:R:3:mulliken_charge:R:1
C 12.974202 16.814596 21.141821 -0.119 0.429 -2.591 -0.386
C 12.046752 18.020947 20.827414 0.792 0.071 0.139 -0.271
O 12.436647 18.459508 19.502884 1.191 -0.941 0.277 -0.417
C 13.543461 17.703948 19.067721 -1.368 1.485 -0.696 0.572
O 14.100258 17.871524 18.019067 -0.647 0.242 0.834 -0.456
O 13.863153 16.800469 19.950909 -0.421 -1.337 1.380 -0.291
H 12.466269 15.861912 21.267582 -0.124 -0.024 -0.507 0.242
H 13.675577 16.885545 21.899434 0.923 0.675 1.905 0.276
H 12.134521 18.847472 21.561014 0.139 -0.391 -0.560 0.262
H 11.023798 17.701639 20.788623 -0.538 -0.073 -0.089 0.302
C 16.234322 10.740816 18.359160 1.100 0.905 -0.756 0.024
C 17.398554 11.845065 18.503022 0.148 -1.424 0.282 0.061
O 18.062603 11.830816 17.213124 -1.573 -0.919 0.080 0.010
C 17.665646 10.713807 16.530000 0.183 -1.332 0.916 0.445
O 18.180692 10.333862 15.529874 -0.457 0.358 -0.100 -0.542
O 16.695943 9.927477 17.214253 1.225 2.411 0.625 -0.393
H 15.267078 11.122125 18.047046 -0.031 0.519 0.040 -0.093
H 16.066688 10.183781 19.286305 0.495 -0.305 -0.429 0.330
H 18.181057 11.546782 19.244639 -0.770 -0.084 -0.445 0.301
H 17.116570 12.857709 18.773265 -0.407 0.019 -0.298 -0.072
C 12.126625 16.764132 13.072247 -0.359 0.349 -2.012 -0.399
C 13.420524 16.288940 13.792067 -1.149 -0.771 -0.155 0.507
O 12.954356 16.038294 15.124673 -1.489 0.591 -0.439 0.235
C 11.571405 16.133533 15.143915 0.662 -0.804 -0.261 0.231
O 10.955746 15.908512 16.128167 -0.518 0.132 0.371 -0.511
O 11.019005 16.390972 13.909344 1.816 -0.296 1.415 -0.391
H 11.994019 16.247939 12.079924 0.183 0.461 1.022 0.288
H 11.971057 17.855715 12.881260 0.808 -0.750 0.286 0.285
H 14.241408 16.964912 13.823852 0.464 0.843 -0.033 -0.193
H 13.798413 15.339630 13.392041 -0.246 0.189 -0.095 -0.047
C 20.014336 17.714720 21.184281 -0.160 0.658 2.771 -0.086
C 18.634969 18.301236 20.828254 0.415 -0.389 -0.150 -0.019
O 17.915717 17.125723 20.357348 1.015 0.765 0.563 -0.159
C 18.545938 16.036390 20.832245 -0.178 -0.346 -0.829 0.484
O 18.062264 14.952765 20.671847 0.740 -0.120 0.626 -0.491
O 19.753326 16.331934 21.422017 -1.214 -0.392 -1.104 -0.372
H 20.559239 18.036491 22.113161 -1.262 0.251 -0.407 0.361
H 20.749498 17.958133 20.477410 0.758 -0.621 -1.806 -0.033
H 18.727126 19.056099 20.040787 -0.347 -0.242 0.111 -0.036
H 18.057983 18.662586 21.666999 0.110 0.385 0.258 0.313
C 19.291171 15.752634 10.251554 0.978 2.536 -1.633 -0.004
C 19.993162 15.319853 8.958106 -1.132 -1.152 -1.852 -0.556
O 21.368852 15.246102 9.280731 -0.701 0.573 2.149 -0.359
C 21.355628 15.114055 10.659426 3.279 -0.630 -0.204 0.370
O 22.369989 14.883079 11.262197 -0.556 0.156 -0.086 -0.550
O 20.176283 15.238107 11.226540 -0.580 -0.276 0.213 0.196
H 18.267485 15.481277 10.424588 -0.247 -0.373 0.024 0.385
H 19.421139 16.875263 10.279683 -0.614 -1.003 0.266 -0.035
H 19.849117 15.899292 8.025520 0.008 0.325 0.935 0.304
H 19.744438 14.303364 8.640972 -0.478 -0.153 0.251 0.280
C 20.365230 21.151273 12.762151 2.212 1.418 0.377 1.198
C 19.307892 21.980589 13.256032 -1.178 -0.147 -0.282 0.192
N 18.307695 22.463898 13.544921 0.054 0.426 0.337 -0.641
H 20.904234 21.658175 11.951069 -0.308 -0.051 -0.017 0.649
H 19.962015 20.241011 12.405949 -0.307 -0.976 -0.188 -0.409
H 21.132524 21.049323 13.559361 -0.656 -0.509 -0.612 -0.716
C 21.055081 13.763150 18.853121 0.183 -0.129 0.426 -0.945
C 20.572818 15.118169 18.648632 -0.678 2.933 -1.461 0.290
N 20.156510 16.178064 18.357084 1.156 -2.740 0.963 0.245
H 22.002430 13.706084 19.414679 -0.577 0.294 0.074 0.398
H 21.259721 13.287926 17.896616 -0.363 0.049 -0.232 0.075
H 20.236984 13.272597 19.383458 0.297 -0.388 0.050 0.155
C 16.162246 21.836353 16.537970 -0.880 -0.084 0.895 -0.478
C 16.722159 21.631205 17.876885 0.950 -0.415 0.965 0.533
N 17.299755 21.523550 18.877561 -0.859 0.009 -1.125 -0.555
H 15.137149 21.447864 16.447669 0.379 -0.120 0.225 0.287
H 16.787294 21.349573 15.804109 0.237 0.320 -0.329 -0.092
H 16.074434 22.911036 16.460110 0.263 0.273 -0.685 0.379
C 16.777829 13.889228 14.159889 -0.258 -2.441 -1.004 1.900
C 16.674330 14.713763 12.984750 -0.994 1.602 -2.916 0.140
N 16.478444 15.399510 12.051521 0.574 -1.849 2.251 -0.820
H 17.784472 13.475679 14.270526 -0.130 0.471 0.320 0.124
H 16.127360 12.972896 14.095032 0.428 0.879 -0.521 -0.403
H 16.389110 14.446072 14.952739 0.107 0.951 1.614 -0.915
C 24.472722 22.527305 17.835176 -1.787 -0.009 -0.444 -0.430
O 25.152392 21.347933 18.273572 0.631 0.782 -1.553 -0.348
C 24.511675 20.570424 19.212994 -1.690 1.230 1.044 -1.171
C 23.518353 19.542463 18.767987 -0.125 -0.110 0.100 -0.086
O 22.393324 20.119810 18.154429 -0.168 -0.390 -0.536 -0.334
C 21.458105 19.194539 17.604213 -0.002 -1.129 -0.223 1.140
C 20.287929 19.952931 17.068937 -1.388 -0.653 0.386 -0.323
O 20.449684 20.531311 15.823882 0.390 0.686 -1.116 0.483
C 21.158889 21.741526 15.893729 0.587 0.603 -0.239 -0.853
H 24.603421 23.367711 18.510706 0.217 -0.029 0.488 0.444
H 23.355909 22.350647 17.749915 1.226 0.050 0.156 0.031
H 24.784532 22.909684 16.839035 0.326 -0.905 0.529 0.135
H 23.972779 21.243002 19.908373 0.222 -0.198 0.112 0.399
H 25.225667 20.009890 19.769125 0.965 -0.222 0.486 0.487
H 23.221554 19.057169 19.715380 0.001 -0.341 -0.332 0.318
H 24.043628 18.846255 18.117374 -0.225 -0.435 -0.247 0.222
H 21.045057 18.470833 18.346054 0.533 0.520 -0.086 -0.787
H 21.840784 18.528870 16.765244 0.225 0.841 0.837 -0.324
H 19.961316 20.694420 17.818833 -0.025 -0.106 -0.161 0.617
H 19.451356 19.260928 16.870615 0.279 -0.076 0.660 -0.589
H 22.247529 21.584262 15.912286 -0.167 -0.051 0.046 -0.243
H 20.868935 22.229254 16.820229 0.084 0.495 0.062 0.324
H 20.935051 22.395972 15.030477 -0.127 -0.388 0.578 0.460
C 20.152711 14.630422 15.059328 0.401 -0.143 -0.786 0.335
O 21.136545 13.692283 15.500131 -1.859 0.295 -0.353 -0.203
C 22.381569 13.931549 14.976719 2.248 0.513 -0.600 -0.184
C 23.213581 12.663490 15.055702 0.163 -0.748 1.405 -0.319
O 24.544568 13.100892 15.228594 1.730 -0.963 -0.368 -0.232
C 25.642115 12.126595 15.232876 -1.023 -0.140 0.322 -0.743
C 25.908612 11.336335 13.927646 -1.373 1.107 0.467 -0.426
O 26.094833 12.310755 12.917893 0.529 -0.989 -0.237 -0.287
C 25.898707 11.762570 11.603061 -0.892 0.940 1.352 -0.790
H 20.000399 14.617807 13.965361 0.304 -0.381 0.097 0.371
H 20.428919 15.665761 15.264026 0.074 0.072 0.556 -0.082
H 19.208696 14.369441 15.497707 -0.250 0.057 0.608 -0.231
H 22.947390 14.629210 15.627526 -0.288 0.160 -0.288 0.169
H 22.445875 14.329006 13.928327 -0.626 -0.226 0.718 -0.029
H 23.081015 11.987986 14.198692 0.032 0.147 0.154 0.239
H 22.922758 12.148268 16.016022 -0.086 0.018 -0.929 0.165
H 25.594063 11.372321 16.053074 -0.726 0.329 -0.275 0.362
H 26.513346 12.714693 15.541957 -0.094 0.089 -0.648 0.298
H 25.084384 10.649036 13.591169 0.334 0.565 0.678 0.338
H 26.741851 10.684362 14.202750 0.562 0.074 -0.591 0.378
H 26.602704 10.952551 11.431406 0.092 0.106 -0.533 0.319
H 25.911873 12.636622 10.964219 0.705 -0.197 -0.524 0.264
H 24.854973 11.432524 11.544359 0.106 -0.517 -0.065 0.334
C 12.780699 13.257077 17.559931 0.854 0.026 0.538 -0.392
O 12.768050 12.068581 16.769900 -0.315 0.412 -0.063 -0.330
C 11.841871 12.193221 15.716301 -0.874 0.718 -1.392 0.027
C 11.833455 10.975376 14.761724 0.875 -0.254 2.621 -0.757
O 12.894974 11.042865 13.865467 0.063 -0.481 -1.275 -0.383
C 14.138827 10.490274 14.264885 -1.159 -1.761 -0.033 0.198
C 14.986093 10.020733 13.097025 0.650 0.345 -0.546 -0.761
O 15.555403 11.187974 12.453626 -1.130 -0.606 0.774 -0.106
C 16.374509 10.877473 11.377201 1.554 -0.798 0.460 -0.817
H 13.413796 12.987125 18.440826 -0.487 0.506 -0.580 0.250
H 11.785642 13.571863 17.896660 -0.057 -0.373 -0.012 0.424
H 13.193341 14.155555 17.039812 -0.052 -0.793 0.084 -0.082
H 12.097216 13.090588 15.085827 -0.143 -0.557 0.474 -0.180
H 10.805067 12.371981 16.086269 0.533 -0.159 0.116 0.486
H 10.875648 10.891906 14.247820 0.181 0.128 -0.183 0.398
H 11.968609 10.088364 15.457986 -0.350 0.521 -0.834 0.284
H 13.975516 9.628052 14.986431 0.145 0.815 -0.776 0.318
H 14.651024 11.249731 14.772809 1.148 1.008 0.979 -0.141
H 14.444047 9.382165 12.343394 0.265 0.631 0.736 0.332
H 15.847149 9.448027 13.503845 -0.488 0.011 -0.097 0.361
H 17.296399 10.291206 11.700241 -0.995 0.349 -0.225 0.313
H 16.761474 11.819934 11.024395 -0.062 0.285 -0.518 0.175
H 15.862690 10.302691 10.600680 -0.061 0.144 -0.117 0.312
C 27.985184 21.284013 13.057078 -1.033 0.107 -1.537 -0.443
O 28.593017 21.489192 14.274022 0.996 -0.176 0.378 -0.454
C 27.670660 21.706859 15.305392 -0.644 0.180 -0.817 -0.978
C 26.676417 20.601494 15.619659 1.181 1.169 -0.046 -0.030
O 25.557574 20.806066 14.834651 -2.122 -0.716 -0.008 -0.388
C 24.599974 19.773209 15.181757 1.409 0.005 -0.997 0.592
C 23.723172 19.535414 13.972375 -0.012 0.034 0.716 0.277
O 24.381988 18.895183 12.919327 0.296 0.654 -1.279 -0.460
C 24.579113 17.508905 13.010720 -1.171 -0.807 0.890 -0.296
H 28.703017 21.176960 12.230161 0.173 0.442 0.522 0.279
H 27.252908 22.112122 12.815330 0.615 -0.754 0.135 0.244
H 27.457196 20.335092 13.053627 -0.540 -0.137 -0.027 0.113
H 27.106618 22.610733 15.040378 -0.201 0.061 0.286 0.402
H 28.255744 21.891486 16.153779 0.872 0.386 1.335 0.405
H 26.423461 20.685604 16.681943 0.125 -0.393 -0.094 0.179
H 27.095430 19.644774 15.342483 0.485 -0.589 0.339 0.485
H 24.103343 20.020136 16.116792 -0.390 0.118 -0.039 -0.723
H 25.199515 18.864775 15.339958 -0.290 -0.080 0.232 0.545
H 23.401820 20.539634 13.652396 -0.159 -0.517 -0.308 0.085
H 22.899267 18.888819 14.253566 -0.644 0.185 0.319 -0.174
H 25.294142 17.316800 13.833607 -0.302 -0.494 -0.493 0.257
H 24.899393 17.095644 12.057016 0.546 0.454 -0.005 0.313
H 23.604970 16.928631 13.158137 0.918 0.798 0.380 -0.100
C 15.993456 15.286930 17.519228 -0.618 0.777 -1.129 -0.185
O 16.936623 15.830023 16.589061 0.268 -1.031 0.081 0.716
C 17.345114 17.166643 16.826918 0.402 0.123 -1.003 0.655
C 16.512085 18.183673 16.066242 0.268 1.116 0.177 0.737
O 16.689754 18.121378 14.641648 -0.591 -0.773 0.654 -0.463
C 17.899339 18.629635 14.108749 -0.264 1.829 1.309 0.597
C 18.274469 17.760930 12.946729 -0.445 -0.113 0.590 -0.232
O 19.431548 18.195193 12.288403 1.708 -0.181 -0.042 -0.685
C 20.679439 18.026143 13.014962 -0.262 -0.756 1.140 0.273
H 15.125189 15.917735 17.497438 -0.632 0.171 0.144 -0.150
H 16.336616 15.240340 18.504353 1.076 0.362 1.750 0.134
H 15.654272 14.266767 17.339507 0.436 -0.082 -1.032 -0.218
H 18.397917 17.282306 16.433785 -0.876 -0.469 0.637 -0.648
H 17.322901 17.416473 17.882047 0.110 -0.048 0.325 -0.124
H 16.862589 19.194665 16.430815 -0.310 -0.740 -0.261 -0.738
H 15.436108 18.113687 16.329470 0.704 -0.105 -0.585 0.202
H 18.707667 18.709212 14.885949 -0.582 -0.255 -0.628 -0.447
H 17.655978 19.679782 13.809614 0.570 -0.523 -0.096 -0.062
H 17.423862 17.828159 12.240139 0.672 -0.511 0.172 0.665
H 18.381448 16.752822 13.390072 0.001 0.097 -0.673 -0.315
H 21.536898 18.337713 12.401943 -0.555 -0.100 -0.164 0.635
H 20.883268 16.967567 13.392352 -0.589 1.007 -0.887 -0.269
H 20.698164 18.645826 13.937589 -0.145 -0.131 -0.532 -0.246
```
Positions in Å, forces in eV/Å.

Results
Total energy (Ha): -4556.4988
Kohn-Sham gap (eV): 9.404
HOMO (eV): -9.100